C55H44N7PRhSe2 | wB97M-V/def2-TZVPD

2S+1 ... 5
M ... 1094.8 g mol⁻¹
Gap between HOMO and LUMO (alpha / beta) ... 7.1 / 6.0 eV
Max |F| ... 0.79 eV/Å
Expectation value of S² ... 6.055
ΔE to the lowest compared entry with this formula, charge and spin ... 43.63 kcal per mole
Net charge ... +1

Geometry as XYZ:
```
110
Properties=species:S:1:pos:R:3:lowdin_charge:R:1
Rh 0.2934 0.5352 -0.3340 0.57
C -3.3825 -3.7680 0.1000 -0.01
N -2.8807 -2.4588 -0.3132 -0.05
C -1.6981 -1.8912 0.0482 -0.43
N -1.5847 -0.6998 -0.4981 0.03
C -2.7241 -0.4611 -1.2262 -0.15
C -3.5396 -1.5686 -1.1314 -0.11
C -4.8802 -1.8171 -1.6933 -0.19
C -5.1337 -2.9299 -2.4946 -0.04
C -6.3943 -3.1282 -3.0417 -0.07
C -7.4110 -2.2154 -2.7948 -0.07
C -7.1648 -1.1045 -1.9976 -0.06
C -5.9068 -0.9063 -1.4479 -0.02
C -2.8868 0.7858 -2.0052 -0.17
C -2.3889 1.9913 -1.5037 -0.06
C -2.4654 3.1588 -2.2485 -0.07
C -3.0588 3.1418 -3.5039 -0.08
C -3.5848 1.9568 -3.9987 -0.07
C -3.5002 0.7866 -3.2571 -0.03
P -0.4542 -2.6497 1.1496 1.18
C 0.9734 -2.5153 0.0348 -0.44
N 1.2289 -1.4841 -0.7359 0.04
C 2.2617 -1.8376 -1.5701 -0.15
C 2.6667 -3.1197 -1.2523 -0.10
N 1.8367 -3.5330 -0.2361 -0.05
C 1.8527 -4.8506 0.3957 -0.01
C 3.7058 -3.9862 -1.8467 -0.19
C 4.7430 -4.4986 -1.0689 -0.04
C 5.7314 -5.2862 -1.6460 -0.07
C 5.6920 -5.5649 -3.0049 -0.07
C 4.6562 -5.0643 -3.7844 -0.06
C 3.6665 -4.2810 -3.2089 -0.03
C 2.6925 -0.9638 -2.6783 -0.18
C 4.0164 -0.8897 -3.1032 -0.04
C 4.3617 -0.1028 -4.1941 -0.07
C 3.3908 0.6214 -4.8701 -0.08
C 2.0689 0.5623 -4.4482 -0.07
C 1.7236 -0.2261 -3.3620 -0.06
C -0.2018 -1.2198 2.2503 -0.43
N -0.0494 0.0470 1.9184 0.07
C -0.1167 0.7784 3.0914 -0.15
C -0.2722 -0.0982 4.1527 -0.11
N -0.3339 -1.3480 3.6022 -0.05
C -0.4424 -2.6010 4.3509 -0.01
C -0.3052 0.1353 5.6082 -0.20
C 0.7697 0.7645 6.2318 -0.03
C 0.7414 1.0135 7.5954 -0.06
C -0.3627 0.6368 8.3508 -0.07
C -1.4347 0.0018 7.7380 -0.07
C -1.4044 -0.2521 6.3730 -0.04
C -0.1693 2.2417 3.1298 -0.15
C -0.8203 2.9323 4.1269 -0.03
C -0.9036 4.3286 4.1308 -0.04
C -0.3331 5.0890 3.0712 -0.08
C 0.2976 4.4804 2.0478 -0.04
C 0.4985 2.9914 2.0146 -0.33
H -2.9178 -4.0521 1.0385 0.06
H -3.1600 -4.5285 -0.6462 0.10
H -4.4585 -3.7157 0.2346 0.10
H -4.3348 -3.6308 -2.7133 0.12
H -6.5795 -3.9916 -3.6692 0.11
H -8.3937 -2.3676 -3.2253 0.11
H -7.9562 -0.3909 -1.8009 0.11
H -5.7100 -0.0394 -0.8268 0.12
H -2.0068 2.0246 -0.4912 0.09
H -2.0738 4.0840 -1.8416 0.11
H -3.1219 4.0514 -4.0893 0.11
H -4.0586 1.9409 -4.9735 0.11
H -3.8936 -0.1378 -3.6624 0.12
H 2.2940 -5.5670 -0.2886 0.10
H 0.8384 -5.1579 0.6276 0.07
H 2.4361 -4.8382 1.3146 0.10
H 4.7891 -4.2618 -0.0113 0.12
H 6.5378 -5.6730 -1.0340 0.11
H 6.4680 -6.1733 -3.4568 0.11
H 4.6201 -5.2840 -4.8450 0.11
H 2.8573 -3.8891 -3.8140 0.12
H 4.7850 -1.4370 -2.5708 0.12
H 5.3964 -0.0545 -4.5140 0.11
H 3.6646 1.2347 -5.7215 0.11
H 1.3014 1.1190 -4.9758 0.11
H 0.6851 -0.3114 -3.0728 0.10
H -0.1100 -2.4309 5.3698 0.09
H 0.1868 -3.3592 3.8989 0.07
H -1.4701 -2.9603 4.3714 0.10
H 1.6286 1.0562 5.6389 0.07
H 1.5865 1.4976 8.0716 0.11
H -0.3884 0.8370 9.4160 0.11
H -2.3014 -0.2885 8.3208 0.11
H -2.2504 -0.7339 5.8932 0.12
H -1.3111 2.3782 4.9182 0.12
H -1.4390 4.8314 4.9262 0.11
H -0.4227 6.1690 3.0840 0.11
H 0.7367 5.0464 1.2350 0.12
H 0.1452 2.5911 1.0639 0.06
Se 2.0311 2.4088 -0.7097 1.06
C 3.7668 2.2590 -1.5224 -0.49
C 4.0882 3.1349 -2.5473 -0.12
C 5.3669 3.1089 -3.0903 -0.08
C 6.3098 2.2143 -2.6028 -0.08
C 5.9738 1.3362 -1.5781 -0.08
C 4.6970 1.3513 -1.0356 -0.12
H 3.3516 3.8437 -2.9078 0.10
H 5.6289 3.7993 -3.8825 0.11
H 7.3122 2.2079 -3.0162 0.11
H 6.7124 0.6372 -1.1998 0.11
H 4.4298 0.6816 -0.2273 0.11
Se 2.9179 2.8565 3.6622 0.88
C 2.0154 2.7175 2.0073 -0.83
N 2.7288 2.4889 0.9956 -0.26
```